1.
DFT (ωB97M-V/def2-TZVPD) results for 6 unconnected molecules or ions with the total composition C6H24O6.

Geometry (Å):
O 10.226 15.483 -8.180
H 9.358 15.341 -7.764
H 10.072 15.466 -9.128
O 10.517 14.254 -5.344
H 10.895 14.370 -6.223
H 10.568 15.134 -4.944
O 7.989 14.225 -7.128
H 8.262 13.624 -6.425
H 7.475 13.693 -7.742
O 10.466 12.458 -8.320
H 10.724 12.591 -9.237
H 10.223 13.341 -8.011
C 13.832 12.438 -6.819
C 14.866 11.812 -7.731
C 15.064 10.334 -7.481
O 14.498 12.019 -9.120
H 13.976 13.520 -6.772
H 13.884 12.036 -5.804
H 12.798 12.283 -7.138
H 15.812 12.346 -7.663
H 14.153 9.785 -7.736
H 15.218 10.122 -6.418
H 15.914 9.973 -8.055
H 13.663 11.561 -9.263
C 9.222 14.926 -2.107
C 8.645 16.106 -2.859
C 8.025 17.155 -1.939
O 9.748 16.645 -3.625
H 8.419 14.310 -1.703
H 9.902 15.234 -1.313
H 9.781 14.296 -2.803
H 7.931 15.679 -3.572
H 6.965 17.317 -2.154
H 8.518 18.119 -2.056
H 8.101 16.861 -0.893
H 9.480 17.447 -4.086

Atomic forces in eV per Å
O 0.11 -0.02 0.16
H -0.02 -0.07 -0.13
H -0.03 0.10 -0.02
O -0.04 -0.03 -0.12
H 0.11 0.04 0.03
H -0.16 0.06 0.15
O -0.24 -0.02 0.03
H 0.19 0.11 0.07
H 0.00 -0.05 0.01
O -0.10 -0.19 0.02
H 0.04 0.03 0.00
H 0.08 0.10 -0.13
C -0.21 0.38 0.47
C -0.51 0.01 -0.85
C -0.10 -0.12 0.43
O 0.21 0.02 0.34
H -0.02 -0.03 0.05
H 0.20 0.11 -0.01
H 0.12 -0.23 -0.28
H 0.09 -0.04 0.23
H 0.07 -0.01 -0.24
H 0.24 0.13 -0.09
H -0.08 -0.21 -0.06
H -0.04 -0.01 0.04
C 0.18 -0.30 -0.22
C 0.55 -0.25 -0.30
C -0.42 0.09 -0.12
O 0.02 -0.06 0.10
H 0.00 0.10 0.19
H -0.09 0.07 0.06
H -0.04 0.04 0.05
H -0.20 0.35 0.05
H 0.05 -0.06 -0.01
H 0.11 -0.03 0.02
H 0.06 0.02 0.02
H -0.16 -0.04 0.06

Calculated values
total charge = 0
lowest unoccupied orbital energy = 0.013 Eh
SMILES string = CC(C)O.CC(C)O.O.O.O.O
relative energy (zero: lowest compared OMol25 entry of this formula, charge and spin) = 58.26 kJ/mol



2.
DFT (ωB97M-V/def2-TZVPD) results for a molecular structure, C6H24O9Sr.

Geometry (Å):
Sr 0.098 10.945 -29.768
O 1.415 8.761 -28.812
H 1.808 8.137 -29.423
H 1.806 8.546 -27.965
O -0.931 9.195 -31.485
H -1.663 8.670 -31.162
H -0.633 8.734 -32.269
O 1.020 13.357 -30.503
H 1.622 14.071 -30.296
H 0.640 13.600 -31.347
C -2.437 11.953 -31.472
C -2.722 12.751 -30.293
O -1.777 12.566 -29.192
O -1.075 12.104 -31.902
H -3.110 12.318 -32.248
H -2.498 10.873 -31.339
H -3.684 12.565 -29.816
H -2.772 13.824 -30.476
H -2.180 12.921 -28.396
H -1.022 11.708 -32.775
C 3.210 11.069 -31.399
C 3.651 11.254 -29.915
O 2.635 11.741 -29.143
O 2.022 10.330 -31.433
H 4.000 10.611 -31.994
H 3.047 12.065 -31.812
H 4.495 11.941 -29.868
H 3.936 10.259 -29.571
H 2.861 12.465 -28.555
H 2.229 9.829 -32.226
C -0.668 10.494 -26.661
C -2.093 10.080 -27.104
O -2.086 9.889 -28.528
O 0.129 11.491 -27.324
H -0.160 9.535 -26.767
H -0.633 10.759 -25.604
H -2.904 10.771 -26.873
H -2.448 9.222 -26.534
H -2.974 9.554 -28.678
H 0.613 12.080 -26.741

Atomic forces in eV per Å
Sr -1.22 -0.05 0.17
O -0.03 0.75 -0.39
H -0.01 -0.51 -0.21
H 0.04 -0.16 0.51
O 0.41 0.29 0.31
H -0.35 -0.38 0.17
H 0.05 -0.24 -0.38
O 0.49 -0.55 0.22
H 0.11 0.52 0.20
H -0.56 0.12 -0.53
C 0.13 -0.99 -1.04
C -0.58 1.85 2.90
O 0.45 -0.21 -1.03
O 0.80 0.66 0.22
H -0.12 -0.34 -0.10
H -0.95 0.07 0.22
H -0.38 -0.57 -0.80
H 0.34 0.04 -0.55
H 0.08 0.07 0.10
H 0.04 0.03 -0.26
C -0.33 -0.81 -0.07
C 0.88 2.50 0.58
O -0.55 -1.41 -0.42
O 1.40 0.71 -0.67
H 0.15 -0.17 0.22
H -0.13 0.85 0.44
H 0.29 -0.28 -0.12
H -0.08 -0.86 -0.05
H 0.48 0.67 0.26
H -1.02 -1.18 -0.41
C -0.05 -1.36 1.66
C 0.00 2.06 0.04
O 0.12 -0.74 0.41
O -0.53 0.04 -1.45
H 0.55 0.06 0.09
H -0.47 -0.33 0.04
H 0.31 0.77 0.00
H 0.85 -0.57 -0.13
H -0.15 -0.19 -0.70
H -0.46 -0.16 0.56

Calculated values
total charge = +3
lowest unoccupied orbital energy (alpha / beta) = -0.340 / -0.593 Eh
spin multiplicity = 2
relative energy (zero: lowest compared OMol25 entry of this formula, charge and spin) = 0.00 kJ/mol



3.
DFT (ωB97M-V/def2-TZVPD) results for a molecular structure, C6H25FeN12O7.

Geometry (Å):
Fe -0.388 -0.072 0.501
O -1.233 -1.793 0.904
H -0.867 -2.659 0.640
C -1.801 0.597 3.244
O -1.188 0.722 2.167
N -2.613 -0.398 3.469
N -1.460 1.321 4.329
H -2.837 -0.604 4.432
H -2.766 -0.944 2.633
H -1.958 1.299 5.207
H -0.907 2.149 4.159
C 2.337 -0.119 2.279
O 1.330 -0.447 1.579
N 2.155 0.644 3.354
N 3.559 -0.380 2.143
H 2.942 1.063 3.829
H 1.273 1.132 3.418
H 3.843 -1.062 1.454
H 4.192 -0.158 2.898
C 1.288 2.572 -0.220
O 0.386 1.822 0.203
N 1.041 3.860 -0.609
N 2.505 2.275 -0.439
H 0.067 4.120 -0.680
H 1.703 4.567 -0.893
H 2.831 1.333 -0.599
H 3.026 3.085 -0.744
C 1.349 -0.781 -2.285
O 0.796 -0.648 -1.176
N 2.470 -1.429 -2.486
N 0.758 -0.355 -3.382
H 2.765 -1.521 -3.447
H 2.773 -1.910 -1.651
H -0.125 0.128 -3.297
H 1.386 -0.448 -4.168
C -2.365 1.437 -1.575
O -1.761 0.648 -0.857
N -2.418 2.677 -1.229
N -2.777 1.202 -2.747
H -2.972 3.227 -1.870
H -2.246 2.902 -0.260
H -3.023 1.962 -3.366
H -2.655 0.303 -3.189
C -1.220 -4.218 -1.927
O -1.735 -4.900 -2.803
N -1.555 -2.976 -1.671
N -0.480 -4.617 -0.878
H -1.941 -2.508 -2.478
H -1.248 -2.485 -0.843
H -0.188 -5.584 -0.898
H -0.047 -4.033 -0.177

Atomic forces in eV per Å
Fe -0.33 -1.37 0.26
O 1.11 1.22 -0.53
H -0.26 0.76 0.96
C 1.32 -0.65 1.48
O 0.09 1.25 -1.05
N -0.81 -0.31 -0.46
N 0.58 1.31 -0.15
H -0.50 -0.55 -0.56
H -0.37 -0.86 0.54
H -0.11 -0.07 -0.30
H -0.15 -0.10 0.12
C -5.45 1.77 0.86
O 1.64 -0.42 -0.10
N -1.47 1.53 1.36
N 4.92 -2.62 -2.26
H -0.29 -0.02 -0.01
H 0.11 -0.21 0.17
H 0.23 0.05 0.21
H 0.13 -0.25 -0.39
C -3.39 1.57 -0.49
O 0.18 0.62 -0.12
N -2.05 0.32 0.54
N 4.24 -1.31 -0.35
H 0.23 0.13 0.26
H 0.06 -0.46 0.06
H 0.04 0.22 0.36
H 0.75 -0.88 -0.23
C -2.30 0.08 0.80
O 0.32 -0.08 1.04
N 1.02 -0.16 0.87
N 0.13 0.53 -0.84
H 0.67 -0.77 0.63
H 0.73 -0.38 -0.75
H 0.44 0.05 -0.56
H -1.31 0.67 -0.79
C 2.61 -0.10 2.46
O 0.41 -2.85 1.29
N -0.79 3.53 0.86
N -1.61 -1.96 -5.28
H 0.01 0.85 0.99
H -0.24 0.30 -0.27
H -0.20 -0.30 0.05
H -0.21 0.05 0.26
C -1.61 -1.46 0.40
O 1.39 0.19 0.22
N -1.15 3.68 -1.66
N 1.95 -3.09 0.84
H -0.23 0.32 0.55
H -0.47 0.30 -0.93
H 0.02 0.10 0.28
H -0.03 -0.20 -0.63

Calculated values
total charge = +2
lowest unoccupied orbital energy (alpha / beta) = -0.182 / -0.257 Eh
spin multiplicity = 6
relative energy (zero: lowest compared OMol25 entry of this formula, charge and spin) = 0.00 kJ/mol



4.
DFT (ωB97M-V/def2-TZVPD) results for 7 unconnected molecules or ions with the total composition C6H25N2O6.

Geometry (Å):
C -2.858 -2.968 -1.219
C -1.785 -1.994 -0.864
C -2.024 -1.281 0.428
C -0.813 -0.973 1.331
C -0.120 -2.016 1.724
C 0.230 0.874 2.219
N -0.871 0.358 1.850
N -1.736 -0.872 -1.905
H -2.977 -3.896 -0.671
H -3.866 -2.558 -0.899
H -2.801 -3.212 -2.266
H -0.776 -2.477 -0.875
H -2.424 -0.221 0.326
H -2.908 -1.796 0.978
H 0.788 -1.992 2.350
H -0.144 -2.925 1.151
H 0.149 2.007 2.386
H 1.250 0.452 2.295
H -2.638 -0.344 -1.804
H -0.856 -0.397 -1.881
H -1.732 -1.293 -2.840
H -2.693 -2.963 3.217
H -3.183 -3.635 2.010
O -3.219 -2.758 2.431
H 5.019 1.916 -1.878
H 3.862 0.808 -2.164
O 4.088 1.738 -2.130
H 1.829 2.675 -1.594
H 2.456 2.428 -2.934
O 1.593 2.580 -2.538
H -0.712 2.594 -2.815
H 0.045 1.833 -1.901
O -0.813 1.762 -2.343
H 4.346 2.171 1.749
H 4.616 1.340 2.872
O 4.987 1.488 1.983
H 2.816 4.719 1.896
H 1.748 4.664 0.799
O 2.126 4.165 1.527

Atomic forces in eV per Å
C -2.25 0.43 0.34
C 1.37 0.16 0.39
C -1.59 1.98 1.61
C -2.49 -0.75 0.21
C 2.86 -0.21 0.21
C -0.48 2.79 0.01
N 1.34 -0.86 -0.45
N -1.60 -2.30 -0.97
H 1.21 -0.24 0.26
H 0.86 0.17 -1.09
H -0.40 -0.22 -0.47
H -0.71 0.43 -0.14
H 0.09 -1.15 -0.70
H 2.21 1.02 -0.66
H -0.73 0.29 0.10
H -0.55 -0.46 0.04
H 0.41 -1.73 0.35
H -0.63 -0.30 -0.30
H 1.62 0.25 -0.16
H 0.13 1.51 0.47
H -0.25 0.14 -0.02
H -0.12 0.55 0.20
H -0.38 0.34 -0.06
O 0.02 -1.66 0.75
H -0.90 -0.80 -0.26
H 0.74 -0.24 0.21
O 0.43 0.88 0.09
H 0.15 0.15 -0.62
H 0.32 0.02 -0.11
O 0.06 0.30 0.96
H -0.52 0.05 -0.55
H 0.01 -0.53 -0.06
O -0.18 -0.01 0.48
H 0.23 0.23 -0.79
H 0.77 -0.52 -0.12
O -1.08 0.32 0.87
H 0.09 0.24 0.05
H 0.02 0.18 0.01
O -0.08 -0.46 -0.07

Calculated values
total charge = +1
lowest unoccupied orbital energy = -0.102 Eh
relative energy (zero: lowest compared OMol25 entry of this formula, charge and spin) = 308.56 kJ/mol



- What is the total charge in the first record?
  0